Density functional theory data (the ωB97M-V functional and the def2-TZVPD basis) for a structure of composition C44H39Br2FeN5O3Sb2.

XYZ file:
```
96
Properties=species:S:1:pos:R:3:forces:R:3:lowdin_charge:R:1
Fe 1.0906 0.5237 -0.1685 1.3818 -0.5669 0.0922 0.707
Br 1.3447 -4.1498 -1.9755 0.1485 -0.0629 -0.0835 0.855
C 2.8189 -3.1021 -1.4294 -0.7051 0.7691 -0.0646 -0.566
C 4.0796 -3.6674 -1.2814 0.5897 0.1191 0.1588 -0.158
C 5.1337 -2.8903 -0.8623 -0.0338 -0.3244 -0.1001 -0.605
Br 6.8295 -3.7061 -0.6239 -0.1640 0.0480 -0.0461 0.800
C 4.9747 -1.5046 -0.6065 -0.4097 -0.0056 -0.0201 -0.176
C 5.9918 -0.6408 -0.1558 -0.0018 0.4201 -0.0024 -0.011
C 5.7093 0.6863 0.0408 0.1530 -0.4129 -0.1952 -0.032
C 4.4111 1.1485 -0.1957 -0.0552 -0.0600 -0.1332 -0.123
N 3.4317 0.3661 -0.5782 -0.5056 0.2416 -0.0624 0.072
C 3.6847 -0.9417 -0.7853 0.2393 -0.5025 0.0294 -0.145
C 2.5608 -1.7514 -1.1794 1.0675 -0.8083 0.1834 -0.416
O 1.3820 -1.2379 -1.2648 -1.4662 1.1905 0.3429 -0.277
H 4.2146 -4.7160 -1.4946 0.0763 -0.0753 0.0344 0.101
H 6.9843 -1.0246 0.0361 -0.0247 -0.0323 -0.0325 0.087
H 6.4652 1.3659 0.3943 0.0925 0.1092 0.0304 0.115
H 4.1678 2.1916 -0.0533 -0.0044 0.1273 0.0690 0.103
C -2.7987 -1.5773 1.4021 0.1111 0.2595 -0.1638 -0.337
C -3.8322 -0.6908 0.7355 -0.0645 0.0089 -0.1129 -0.367
C -3.3943 0.7602 0.6552 0.2587 -0.1230 -0.1986 -0.325
Sb -1.6695 1.1749 -0.6189 -1.2594 1.2178 -0.2760 1.501
C -1.4362 3.1736 0.1797 0.0221 -0.5181 -0.2116 -0.369
C -1.3433 4.2834 -0.6467 -0.1151 -0.0778 -0.1723 -0.140
C -1.1256 5.5389 -0.1034 0.0550 0.0505 -0.0524 -0.073
C -0.9845 5.6883 1.2663 0.0259 0.0744 0.0407 -0.080
C -1.0615 4.5812 2.0936 0.0453 0.0616 0.0818 -0.081
C -1.2792 3.3274 1.5489 -0.0782 -0.1874 0.1302 -0.147
C -2.7800 1.6831 -2.4191 0.6609 -0.3199 0.6159 -0.372
C -2.4238 1.0667 -3.6086 0.1854 -0.1532 0.0209 -0.149
C -3.0894 1.3737 -4.7836 0.0027 -0.0511 -0.1224 -0.080
C -4.1110 2.3074 -4.7729 0.0123 -0.0332 -0.0261 -0.073
C -4.4701 2.9239 -3.5852 -0.0977 0.0630 0.0424 -0.072
C -3.8080 2.6120 -2.4090 -0.0802 0.1022 0.1664 -0.135
Sb -1.1381 -2.0794 0.0693 -0.6305 -1.6452 0.6372 1.602
C -0.3736 -3.6654 1.3509 -0.0419 0.6914 -0.6043 -0.345
C -0.3750 -4.9958 0.9652 -0.0160 -0.0180 -0.1010 -0.157
C 0.0744 -5.9608 1.8530 -0.0606 -0.0489 -0.0988 -0.064
C 0.5164 -5.6019 3.1154 0.0165 -0.0147 0.0559 -0.068
C 0.5301 -4.2690 3.4898 0.0222 0.0175 0.1160 -0.072
C 0.0954 -3.3003 2.6011 0.0167 0.1647 0.0535 -0.123
C -2.3802 -3.2776 -1.2600 0.7008 0.6482 0.2994 -0.369
C -3.1716 -4.2822 -0.7285 -0.0997 -0.0789 0.2224 -0.134
C -3.9430 -5.0660 -1.5716 -0.0253 -0.0552 0.0814 -0.066
C -3.9257 -4.8426 -2.9378 -0.0416 -0.0246 -0.0479 -0.069
C -3.1505 -3.8247 -3.4626 0.0396 0.0617 -0.1152 -0.071
C -2.3752 -3.0415 -2.6226 0.1245 0.1349 -0.1565 -0.138
H -3.2392 -2.5288 1.6970 0.1925 -0.1965 -0.1172 0.064
H -2.4021 -1.0903 2.2895 0.1650 -0.0462 0.0608 0.055
H -4.7551 -0.7253 1.3275 0.0283 -0.0596 -0.0857 0.119
H -4.0820 -1.0757 -0.2604 -0.1021 0.0017 0.0730 0.099
H -3.1244 1.1155 1.6496 0.0563 0.1076 -0.0226 0.057
H -4.2056 1.3816 0.2705 0.1807 0.0841 -0.0562 0.063
H -1.4462 4.1713 -1.7189 -0.0307 0.0426 -0.0498 0.100
H -1.0620 6.4010 -0.7503 0.0051 0.0815 -0.0668 0.111
H -0.8155 6.6669 1.6873 0.0197 0.1204 0.0463 0.108
H -0.9512 4.6936 3.1628 -0.0073 0.0137 0.0840 0.106
H -1.3186 2.4614 2.1956 -0.0302 -0.0311 0.0889 0.080
H -1.6162 0.3431 -3.6156 0.0236 -0.0275 -0.0929 0.083
H -2.8097 0.8851 -5.7048 0.0314 -0.0314 -0.0892 0.107
H -4.6262 2.5545 -5.6887 -0.0545 0.0204 -0.0674 0.109
H -5.2704 3.6486 -3.5755 -0.0613 0.0732 0.0145 0.109
H -4.0868 3.1029 -1.4854 -0.0565 0.0709 0.0277 0.100
H -0.7268 -5.2849 -0.0157 0.0374 -0.0395 -0.0192 0.075
H 0.0820 -6.9957 1.5488 -0.0291 -0.1345 -0.0034 0.111
H 0.8493 -6.3610 3.8081 0.0512 -0.0406 0.0211 0.110
H 0.8777 -3.9870 4.4728 0.0424 0.0337 0.0740 0.106
H 0.1135 -2.2544 2.8735 -0.0022 0.0459 0.1569 0.071
H -3.1886 -4.4688 0.3372 0.0026 -0.0499 0.0514 0.099
H -4.5503 -5.8581 -1.1601 -0.0569 -0.0593 0.0486 0.111
H -4.5158 -5.4643 -3.5933 -0.0713 -0.0476 -0.0569 0.110
H -3.1383 -3.6446 -4.5265 -0.0069 0.0203 -0.1091 0.109
H -1.7570 -2.2522 -3.0305 0.0396 -0.0089 -0.1014 0.089
O -0.2487 0.2649 1.8302 -0.1576 0.1338 -0.1172 -0.184
C 0.8035 0.2556 2.5129 0.2632 -0.0735 0.2519 -0.531
C 0.9168 0.2740 4.0190 -0.0449 -0.0353 -0.0068 -0.071
C 2.4161 0.0865 4.2236 0.2015 0.0197 -0.0084 -0.062
C 3.0053 0.1937 2.8127 0.3896 0.0815 0.4866 -0.466
O 4.1766 0.2446 2.5357 0.0590 -0.0740 0.2042 0.096
N 1.9790 0.2493 1.9046 -1.0621 0.2078 -1.1462 0.118
H 0.3090 -0.5016 4.4809 -0.1139 0.0007 -0.0384 0.119
H 0.5532 1.2371 4.3845 -0.0348 -0.0310 -0.0024 0.128
H 2.6643 -0.8953 4.6287 0.0300 0.0361 0.0085 0.127
H 2.8833 0.8372 4.8574 -0.0061 -0.0341 0.0642 0.124
N 2.8677 5.3914 1.3567 0.1248 0.1887 0.4860 0.164
C 2.4272 4.6880 0.3030 -0.3500 -0.3860 -0.6259 -0.368
C 1.8986 3.3833 0.4200 0.0419 0.2626 0.0995 -0.091
N 1.4681 2.7258 -0.6418 0.2400 -0.4680 0.3218 -0.010
C 1.5599 3.3133 -1.8355 -0.0562 -0.0727 -0.2522 -0.124
C 2.0888 4.5920 -1.9467 -0.2034 -0.4381 0.0004 -0.100
N 2.5021 5.2719 -0.8966 0.2328 0.2312 0.3625 0.144
H 2.9344 4.9909 2.2749 -0.0169 0.0348 -0.0661 0.109
H 3.2803 6.2908 1.1802 0.0202 -0.0067 0.0389 0.114
H 1.8307 2.8751 1.3734 0.0502 0.0751 0.0912 0.113
H 1.2052 2.7458 -2.6827 0.0393 0.0527 -0.1529 0.113
H 2.1920 5.0792 -2.9060 -0.0804 -0.0303 -0.1130 0.116
```
Forces are in eV/Å.

* charge: +1
* 2S+1: 6
* highest occupied orbital energy (alpha / beta): -9.872 / -9.638 eV
* E_tot: -9091.64331 Eh
* <S²>: 8.772
* gap between HOMO and LUMO (alpha / beta): 7.54 / 4.20 eV


Density functional theory data (the ωB97M-V functional and the def2-TZVPD basis) for a cluster of 8 separate species, C44H39Br2N7O14 in total.

XYZ file:
```
106
Properties=species:S:1:pos:R:3:forces:R:3:lowdin_charge:R:1
Br -3.3586 1.6768 -0.6271 -0.0974 -0.1202 -0.0413 0.665
C -4.1735 1.9008 1.1314 -0.6030 0.8961 -0.6326 -0.671
C -5.6897 1.7872 1.1257 -0.4527 -2.0760 1.5417 -0.570
Br -6.2737 -0.1609 0.8580 0.2456 1.6134 -0.8514 0.667
H -3.9831 2.9494 1.3598 0.3242 -0.0530 0.2555 0.040
H -3.6157 1.2347 1.7897 -0.5461 -0.0025 0.0605 0.039
H -6.3057 2.5309 0.6202 0.5146 -0.4339 -0.8350 0.064
H -6.0742 1.8222 2.1450 0.5320 0.4256 0.2606 0.028
C -3.3763 -1.5132 2.6502 0.0162 0.4486 1.9432 -0.043
C -2.2944 -0.9684 3.4092 -0.4845 -1.0933 -1.5768 -0.054
C -2.3885 -0.6110 4.7471 0.8653 0.3175 -1.4229 -0.034
C -3.6351 -0.5813 5.2772 -0.5739 -0.3877 1.8309 -0.147
C -4.7453 -1.0534 4.5926 -0.7676 -0.5561 -0.9339 -0.009
C -4.6283 -1.5609 3.2826 1.2312 0.4069 0.8075 -0.115
N -3.6812 -0.2623 6.7698 0.6579 -0.0410 0.1635 -0.355
O -4.7408 -0.2036 7.3167 -2.1184 -0.0614 -0.1930 0.072
O -2.6594 -0.0983 7.4235 0.6308 -0.1231 -1.2909 0.042
H -3.2526 -1.9792 1.6838 0.1482 0.2724 -0.4103 0.083
H -1.3570 -0.9532 2.8731 0.3743 0.0542 0.2924 0.093
H -1.5118 -0.3547 5.3235 -0.0962 0.1252 0.0251 0.118
H -5.7532 -1.1520 4.9678 0.2030 0.3804 0.7850 0.114
H -5.4882 -2.0181 2.8158 0.0967 0.0856 -0.0214 0.070
C -1.3808 5.0861 2.4244 -0.8716 -1.1531 -0.8147 -0.073
C -1.3842 6.4428 2.2743 -0.1386 1.3126 0.9521 -0.092
C -1.0008 7.0909 1.1119 1.6381 -1.2066 -1.4107 0.015
C -0.5444 6.2365 0.0877 -0.2392 -0.1854 0.3017 -0.122
C -0.5052 4.8484 0.2212 -0.7844 1.0274 -1.3818 -0.016
C -1.0307 4.2914 1.3410 0.1081 -0.7303 0.6950 -0.077
N -0.2034 6.7507 -1.2656 0.4652 -1.5844 -0.5126 -0.356
O 0.0136 7.9139 -1.4270 -0.0687 1.5640 0.3927 0.089
O -0.1160 5.9239 -2.1686 -0.2231 0.2911 0.5740 0.063
H -1.8741 4.6429 3.2768 0.2663 -0.0214 0.2531 0.109
H -1.7455 6.9769 3.1407 0.0686 0.5302 -0.0904 0.105
H -0.8160 8.1404 0.9366 -0.6595 0.2153 0.3497 0.115
H -0.3462 4.2294 -0.6494 0.3990 0.0968 0.0205 0.120
H -1.2176 3.2312 1.2548 0.1098 -0.2178 0.6731 0.084
C 5.6297 -5.7047 -1.5315 -0.5009 0.3828 -0.3897 -0.074
C 4.5582 -6.2666 -0.8165 1.2856 -1.7910 -2.5741 -0.095
C 4.2514 -5.9478 0.4372 -1.0626 1.5688 2.1377 -0.037
C 4.9055 -4.8506 0.9789 0.4180 0.2885 -0.1612 -0.114
C 5.9057 -4.1937 0.2216 -0.8778 1.3126 0.5159 -0.001
C 6.2253 -4.5219 -1.1162 -0.2027 -1.9689 2.1453 -0.047
N 4.3777 -4.3160 2.3023 -0.8436 1.2234 1.7167 -0.279
O 3.7684 -5.0562 3.1362 2.0170 1.5604 -2.9291 0.045
O 4.5004 -3.0784 2.4712 0.0140 -2.7703 -0.4560 0.044
H 5.9773 -6.2031 -2.4244 -0.2576 0.1135 -0.3169 0.103
H 4.0510 -7.1079 -1.2652 -0.0471 -0.1100 -0.1183 0.113
H 3.4187 -6.3912 0.9630 0.0803 -0.1604 0.1007 0.128
H 6.3440 -3.3007 0.6421 0.0831 0.0209 0.2471 0.110
H 7.0800 -4.1144 -1.6358 -0.1946 0.3649 0.0357 0.107
C 0.0586 -2.1406 -0.2809 -1.6952 -0.4017 0.2953 -0.076
C 1.3357 -2.3618 0.1658 1.4540 1.4184 -0.5476 -0.058
C 2.1594 -1.2641 0.4953 0.0535 0.1486 -0.2411 0.007
C 1.6461 0.0604 0.4844 1.0179 -1.2800 -0.9333 -0.122
C 0.3189 0.2042 0.1846 -1.6953 -0.0951 -0.4631 -0.017
C -0.5080 -0.8888 -0.2201 1.4148 2.0073 1.6401 -0.057
N 2.5223 1.2991 0.5217 -0.4063 1.3712 1.1890 -0.321
O 2.0777 2.3683 0.0814 -0.3408 -1.5675 -0.1362 0.030
O 3.5931 1.2909 1.1048 -0.1795 -1.2171 -0.3390 0.062
H -0.6072 -2.9430 -0.5622 0.1320 -0.2117 -0.0861 0.087
H 1.8046 -3.3247 0.0267 -0.0650 -0.1949 0.3766 0.094
H 3.2020 -1.5017 0.6467 0.1615 0.4255 0.2669 0.094
H -0.1461 1.1748 0.2746 0.0541 0.1794 -0.2171 0.084
H -1.5644 -0.6708 -0.2735 -0.1197 -0.4203 -0.5814 0.055
C 2.1912 -5.7871 -5.7920 -1.7639 -0.4308 -0.5893 -0.057
C 0.7706 -5.8781 -6.0260 2.6718 0.6284 0.3508 -0.047
C -0.0575 -5.4826 -5.0115 -1.9776 -0.0543 0.4309 -0.029
C 0.3859 -5.1024 -3.7518 1.1043 -0.1667 -0.4851 -0.100
C 1.7635 -5.1109 -3.5417 -2.0506 0.9506 1.5357 -0.021
C 2.6407 -5.4555 -4.5379 0.5368 0.5119 0.1212 -0.097
N -0.5831 -4.8366 -2.6183 -1.6043 -2.3452 0.3520 -0.311
O -0.2339 -4.9500 -1.4577 2.2225 0.6484 0.0064 0.044
O -1.7720 -4.8688 -2.8485 0.1415 0.8038 -1.7189 0.102
H 2.9139 -5.9339 -6.5810 -0.0984 -0.2671 -0.1360 0.099
H 0.3665 -6.1525 -6.9892 0.0549 -0.0089 0.0084 0.104
H -1.1210 -5.4905 -5.1989 -0.1864 0.0359 0.1161 0.121
H 2.0061 -4.6985 -2.5735 0.8126 -0.3312 0.1730 0.109
H 3.6904 -5.3389 -4.3119 0.1754 -0.1436 -0.2088 0.099
C 3.4282 5.8076 3.3748 0.4112 1.2243 -2.9627 -0.044
C 3.2285 5.3399 2.0285 -0.2090 -0.7925 2.8234 -0.072
C 3.4801 6.0854 0.9196 0.9421 2.8847 -1.3046 -0.028
C 4.1027 7.3677 1.0283 -0.5301 0.5068 3.3069 -0.062
C 4.3534 7.8919 2.4018 -0.8197 -1.6351 -1.9772 0.015
C 4.0110 7.0862 3.5154 -0.4375 -1.0922 -0.6577 -0.090
N 4.2746 8.3460 -0.1443 -1.0696 -1.0149 0.0751 -0.345
O 4.8265 9.3968 0.1080 0.0416 -0.3172 -0.1316 0.059
O 3.7781 8.0487 -1.2349 0.7851 0.0650 1.5318 0.064
H 3.0314 5.2906 4.2360 0.3150 -0.3078 -0.0707 0.100
H 2.8599 4.3308 1.9185 -0.3632 -0.0018 -0.2626 0.090
H 3.0969 5.8325 -0.0579 0.3154 -0.5323 -0.1305 0.115
H 4.6764 8.9118 2.5502 0.2691 -0.0901 -0.1710 0.096
H 4.1400 7.3201 4.5619 0.2735 1.0357 -0.1300 0.093
C -3.2596 -1.3392 -5.4772 -1.0622 0.1332 -0.8943 -0.166
C -4.6044 -1.5363 -5.1262 1.2239 -0.4242 1.9883 -0.100
C -4.9040 -1.7997 -3.7573 0.1970 -1.0401 -1.0961 -0.036
C -3.9063 -1.9166 -2.7411 -0.0195 0.5348 0.3868 -0.116
C -2.5510 -1.5475 -3.1686 -1.4459 -1.0112 0.3119 -0.040
C -2.2708 -1.4086 -4.5339 0.3040 0.5661 1.9440 -0.145
N -4.3372 -2.3635 -1.3789 1.3890 1.7927 -4.8586 -0.451
O -3.4446 -2.6036 -0.5536 1.7697 -0.2480 1.8362 -0.115
O -5.5520 -2.4365 -1.1434 -1.5697 -0.3989 0.3876 -0.160
H -3.0551 -1.0429 -6.4954 0.3033 -0.2644 -0.2059 0.079
H -5.2914 -1.6035 -5.9568 -0.5848 0.1644 0.3845 0.081
H -5.8690 -2.2132 -3.5039 -0.2816 0.4458 0.1427 0.086
H -1.7282 -1.3936 -2.4862 -0.1366 -0.4298 0.2622 0.061
H -1.2244 -1.2510 -4.7499 0.0836 0.2025 -0.4188 0.088
```
Forces are in eV/Å.

* charge: -1
* 2S+1: 2
* highest occupied orbital energy (alpha / beta): -1.966 / -5.681 eV
* ΔE to the lowest compared entry with this formula, charge and spin: 45.7 kcal per mole
* E_tot: -8284.00425 Eh
* <S²>: 0.768
* gap between HOMO and LUMO (alpha / beta): 2.42 / 6.13 eV


The lowest 2S+1 belongs to which entry? C44H39Br2N7O14